Below is a 6-piece molecular cluster, C40H79N5O11P2 overall at a distorted geometry, with properties calculated with ωB97M-V/def2-TZVPD.

```
137
Properties=species:S:1:pos:R:3:forces:R:3:mulliken_charge:R:1
H -1.2979 -2.7536 4.6999 -0.15 -0.14 0.06 0.390
N -1.2921 -3.2398 3.8027 0.04 0.20 -0.16 -0.840
C -0.5163 -2.6126 3.0211 0.04 0.08 0.02 0.108
N 0.2604 -1.4456 3.3623 0.30 -0.23 -0.39 -0.450
N -0.3607 -2.9761 1.6803 -0.24 -0.32 0.12 0.054
C 0.9682 -3.5046 1.3291 -0.03 0.30 -0.09 -1.205
C 1.4587 -2.9577 0.0010 0.11 -0.30 -0.04 -0.010
C 0.5531 -3.3729 -1.1652 0.43 0.32 0.46 -0.901
C 0.9229 -2.5420 -2.3979 -0.04 -0.55 0.14 -0.733
P -0.2759 -2.2181 -3.7747 0.06 0.03 -0.80 1.270
C 0.0488 -2.7535 -5.5643 -0.20 0.07 -0.10 -1.369
C -0.3829 -1.7593 -6.6047 -0.02 0.02 -0.02 0.465
C -1.7236 -1.7215 -6.9733 -0.03 -0.07 0.04 -0.055
C -2.1770 -0.8367 -7.9368 0.02 0.15 -0.09 -0.890
C -1.2881 0.0363 -8.5436 -0.19 -0.08 -0.04 -0.510
C 0.0510 0.0005 -8.1917 -0.04 0.14 -0.15 -0.894
C 0.4994 -0.8929 -7.2403 0.12 -0.06 0.12 -0.040
N -1.7279 -1.3730 -3.4844 -0.05 -0.17 0.32 -0.180
C -2.3887 -1.4397 -2.1697 -0.13 0.57 -0.45 -0.491
C -3.2879 -0.2172 -1.9962 -0.24 -0.12 0.60 -0.530
C -4.6798 -0.3640 -2.6477 0.71 -0.08 0.12 -1.233
N 0.5106 -0.6052 -4.1832 0.30 -0.26 0.43 0.185
C 1.9721 -0.5869 -4.2906 -0.19 0.46 0.14 -1.054
C 0.0261 0.5686 -3.5354 -0.30 0.14 -0.43 0.043
C 0.2842 0.7594 -2.0549 -0.03 0.26 0.14 -0.476
O -0.5344 1.4452 -4.1544 0.16 -0.17 0.11 -0.727
P -1.3518 -4.2469 -3.3374 -0.42 -0.02 1.22 0.280
C -2.8045 -4.3735 -4.4611 0.25 -0.34 -0.35 -1.062
C -0.2324 -5.6141 -3.8800 0.00 0.13 -0.36 -1.178
H -0.3828 -0.7240 3.6591 0.08 0.10 0.15 0.316
H 0.8660 -1.6614 4.1410 -0.13 0.11 0.23 0.191
H -1.0887 -3.6403 1.4518 0.04 -0.11 0.04 0.291
H 0.9311 -4.5979 1.3073 -0.01 -0.05 -0.03 0.346
H 1.6804 -3.2384 2.1108 -0.05 0.10 0.04 0.477
H 1.5147 -1.8696 0.0656 0.01 0.04 0.06 0.113
H 2.4728 -3.3349 -0.1649 0.08 0.15 -0.09 0.278
H -0.4698 -3.2030 -0.8451 -0.15 -0.14 -0.18 0.368
H 0.7167 -4.4378 -1.3342 -0.37 -0.07 -0.09 0.518
H 1.7653 -3.0431 -2.8848 0.06 0.11 -0.13 0.528
H 1.3162 -1.6026 -2.0333 0.09 0.22 -0.27 -0.208
H -0.5239 -3.6610 -5.7398 0.11 -0.10 0.13 0.738
H 1.0997 -3.0186 -5.6835 0.09 0.12 0.13 0.632
H -2.4212 -2.4112 -6.5116 -0.02 -0.03 0.01 0.104
H -3.2196 -0.8296 -8.2228 -0.07 -0.01 0.02 0.429
H -1.6380 0.7260 -9.2985 0.00 0.06 -0.02 0.387
H 0.7383 0.6846 -8.6696 0.11 -0.01 0.01 0.390
H 1.5486 -0.9051 -6.9794 0.03 -0.05 0.03 0.454
H -2.3849 -1.5097 -4.2434 0.03 0.14 -0.11 0.340
H -2.9981 -2.3383 -2.0566 0.16 -0.19 0.21 0.593
H -1.6213 -1.4094 -1.4004 0.05 -0.24 0.05 -0.131
H -2.7687 0.6721 -2.3519 0.06 -0.01 -0.11 0.046
H -3.4180 -0.0834 -0.9187 -0.03 0.03 0.02 0.444
H -4.7733 -1.3708 -3.0595 -0.15 0.06 -0.22 0.316
H -5.4675 -0.2585 -1.9063 -0.13 0.19 -0.11 0.372
H -4.7854 0.3766 -3.4360 -0.34 -0.09 -0.12 0.246
H 2.3611 -1.5812 -4.4960 0.02 -0.04 -0.20 0.407
H 2.4662 -0.2474 -3.3770 0.02 -0.09 0.06 0.263
H 2.2769 0.0996 -5.0846 0.07 -0.10 -0.15 0.265
H -0.3702 1.5448 -1.6837 -0.01 0.05 -0.05 -0.051
H 0.1294 -0.1313 -1.4550 -0.02 -0.13 -0.02 0.071
H 1.3164 1.0767 -1.8959 0.08 -0.07 -0.01 0.505
H -2.5659 -4.5200 -5.5198 -0.02 0.17 -0.05 0.365
H -3.3716 -5.2499 -4.1459 -0.06 0.00 0.01 0.497
H -3.4596 -3.5121 -4.3422 -0.02 0.09 -0.01 0.128
H 0.7847 -5.2314 -3.9832 0.10 -0.11 0.04 0.316
H -0.2368 -6.4164 -3.1458 0.06 -0.03 0.03 0.391
H -0.5221 -6.0378 -4.8439 0.01 0.04 -0.05 0.406
C 6.7898 -1.8995 1.0144 -0.11 0.05 0.02 -1.013
C 6.6098 -1.8612 -0.4884 0.12 -0.04 0.08 -0.446
O 5.2519 -1.6079 -0.8655 0.00 -0.02 -0.11 -0.411
C 4.7385 -0.3653 -0.9476 0.01 0.00 0.19 0.791
C 5.5247 0.8142 -0.4275 0.15 -0.01 -0.21 -1.197
O 3.6286 -0.2419 -1.3893 -0.11 0.05 -0.01 -0.501
H 6.5560 -0.9392 1.4738 0.04 0.02 -0.01 0.276
H 7.8195 -2.1561 1.2637 0.01 -0.01 -0.01 0.386
H 6.1284 -2.6474 1.4510 0.02 -0.03 0.00 0.285
H 7.2786 -1.1440 -0.9654 -0.02 0.02 0.01 0.386
H 6.8302 -2.8368 -0.9179 -0.03 0.00 -0.02 0.351
H 5.2090 1.0109 0.5967 -0.02 0.01 0.01 0.291
H 5.2755 1.6783 -1.0371 -0.11 0.01 0.05 0.342
H 6.6028 0.6807 -0.4444 -0.01 -0.03 0.07 0.363
C 1.8830 -3.6950 9.2461 -0.09 0.08 0.01 -0.957
C 1.8243 -3.7898 7.7363 0.09 -0.07 0.09 -0.397
O 0.6258 -3.2169 7.2028 0.04 -0.04 -0.10 -0.367
C 0.4977 -1.8990 6.9579 -0.07 0.02 0.18 0.618
C 1.5458 -0.9312 7.4417 0.10 -0.25 -0.34 -0.917
O -0.4990 -1.5348 6.3866 -0.01 0.11 -0.01 -0.601
H 1.9042 -2.6590 9.5837 0.05 0.01 -0.02 0.251
H 2.7767 -4.1951 9.6199 0.01 -0.02 -0.01 0.356
H 1.0069 -4.1723 9.6844 0.01 -0.03 0.00 0.302
H 2.7021 -3.3471 7.2639 -0.01 0.02 0.01 0.351
H 1.7842 -4.8322 7.4247 -0.03 0.00 -0.01 0.346
H 1.2371 -0.5238 8.4001 0.00 0.03 0.03 0.340
H 1.6136 -0.1123 6.7310 -0.11 0.09 0.08 0.304
H 2.5353 -1.3655 7.5524 -0.01 0.02 0.11 0.330
C -5.1385 3.8304 -3.7424 0.00 0.03 0.11 -0.872
C -6.5470 3.4365 -4.1357 0.20 0.04 -0.05 -0.511
O -7.3736 3.1906 -2.9941 -0.09 -0.08 -0.08 -0.370
C -8.0202 4.1747 -2.3357 0.10 0.06 0.03 0.728
C -7.7106 5.6201 -2.6578 -0.14 -0.02 -0.22 -0.894
O -8.7935 3.8719 -1.4717 -0.05 0.00 0.07 -0.564
H -5.1189 4.7659 -3.1829 -0.03 0.04 -0.05 0.313
H -4.5136 3.9495 -4.6276 0.00 -0.03 -0.01 0.366
H -4.7005 3.0588 -3.1093 0.02 -0.03 -0.04 0.208
H -7.0126 4.1683 -4.7970 0.00 0.01 0.02 0.399
H -6.5249 2.4906 -4.6743 -0.08 -0.04 0.05 0.342
H -6.9564 5.9736 -1.9558 0.01 0.00 0.02 0.241
H -8.6200 6.1961 -2.5104 0.01 -0.01 0.12 0.304
H -7.3548 5.7919 -3.6698 0.07 -0.01 0.04 0.315
C -1.0907 3.1674 0.8402 0.13 -0.07 -0.04 -0.806
C -0.7025 4.1058 1.9622 -0.16 -0.04 -0.06 -0.609
O 0.6903 4.0240 2.2863 0.01 0.07 0.14 -0.346
C 1.6415 4.6998 1.6099 -0.05 -0.09 -0.14 0.767
C 1.2870 5.3971 0.3164 -0.10 0.18 0.13 -0.931
O 2.7628 4.6830 2.0362 0.10 0.02 0.04 -0.578
H -0.5849 3.4220 -0.0911 -0.04 0.04 -0.01 0.192
H -2.1664 3.2066 0.6664 -0.01 0.01 0.02 0.393
H -0.8157 2.1440 1.0963 -0.03 -0.01 0.01 0.323
H -0.9868 5.1379 1.7506 0.04 0.01 -0.01 0.396
H -1.2080 3.8197 2.8832 0.02 -0.01 0.01 0.368
H 1.5132 4.7234 -0.5096 0.00 -0.02 -0.01 0.211
H 1.9157 6.2789 0.2291 0.10 -0.06 -0.03 0.302
H 0.2482 5.7060 0.2400 -0.01 -0.08 -0.03 0.332
C 2.6562 5.0022 6.6205 0.09 -0.07 0.08 -1.008
C 1.5540 3.9777 6.7819 -0.03 0.14 -0.11 -0.395
O 2.0303 2.7518 7.3518 -0.07 -0.06 0.01 -0.333
C 2.1561 2.5547 8.6773 0.10 0.05 -0.13 0.836
C 2.0030 3.7140 9.6321 -0.26 -0.01 -0.02 -1.109
O 2.4401 1.4490 9.0520 0.07 0.02 0.22 -0.571
H 3.0773 5.2980 7.5816 -0.04 0.03 0.03 0.330
H 2.2699 5.8943 6.1275 -0.01 -0.01 -0.03 0.350
H 3.4625 4.5918 6.0137 -0.03 0.01 -0.05 0.300
H 0.7114 4.3620 7.3582 0.02 0.00 0.04 0.356
H 1.1679 3.6865 5.8068 0.02 -0.02 -0.02 0.286
H 2.9932 4.1175 9.8409 0.02 0.00 0.00 0.289
H 1.5804 3.3323 10.5574 0.10 -0.05 0.03 0.322
H 1.3667 4.5156 9.2676 0.07 0.02 -0.04 0.355
```
Positions in Å, forces in eV/Å.

Calculated values
* HOMO energy: -6.583 eV
* E_tot: -91310.9164 eV
* largest force on an atom: 1.29 eV Å⁻¹
* SMILES: [H]/N=C(\N)NCCCCP(Cc1ccccc1)(NCCC)(N(C)C(C)=O)P(C)C.CCOC(C)=O.CCOC(C)=O.CCOC(C)=O.CCOC(C)=O.CCOC(C)=O
* gap between HOMO and LUMO: 0.2572 Ha